1.
13
Properties=species:S:1:pos:R:3 method="wB97M-V/def2-TZVPD" e_lumo_ev="0.26 / 0.10" e_tot_ha=-1069.00462 orbital_gap_ev="7.60 / 7.01" e_above_lowest_kcal_mol=84.07 spin_multiplicity=1
Cl 2.48778 -1.60170 -0.11043
S 3.03660 1.36141 0.01211
N 0.21176 0.70634 0.52225
C -0.46577 0.16263 -0.39320
C 3.54707 -0.25190 -0.11944
C -1.69324 -0.52089 -0.08638
C 1.30656 1.45052 0.47393
H -1.82406 -0.47872 1.01392
H -1.57459 -1.54016 -0.46949
H 1.11714 2.42424 0.97102
H -2.39932 0.00466 -0.63485
H 4.57456 -0.47250 0.29836
H -0.03622 0.22680 -1.40680

=====

2.
7
Properties=species:S:1:pos:R:3 method="wB97M-V/def2-TZVPD" e_lumo_ev=4.10 e_tot_ha=-642.74345 smiles="[O-]C(=S)NO" total_charge=-1 orbital_gap_ev=7.27 e_above_lowest_kcal_mol=24.70 spin_multiplicity=1
S -2.35087 -0.60516 -0.02523
O -0.52936 1.47907 -0.03459
O 1.61394 0.02933 -0.11635
N 0.33404 -0.56873 0.10606
C -0.72262 0.27454 0.08744
H 1.30144 0.93892 -0.33417
H 0.35343 -1.54796 0.31684

=====

3.
21
Properties=species:S:1:pos:R:3 method="wB97M-V/def2-TZVPD" e_lumo_ev="0.61 / 0.61" e_tot_ha=-329.11517 orbital_gap_ev="8.08 / 8.09" e_above_lowest_kcal_mol=98.07 spin_multiplicity=1
N 0.03603 -0.05676 -1.83037
C 0.99640 -0.07194 0.31425
C 1.48716 1.34747 0.41033
C -1.65363 1.46546 0.27793
C -0.99612 0.14065 0.45867
C 1.75852 -1.07328 0.75092
C -0.48692 -0.57603 -0.70025
C -0.78765 -2.05824 -0.74614
H -0.05295 0.96018 -1.85316
H -2.64932 1.47108 0.71880
H 1.48814 -2.11599 0.71212
H -1.84458 -2.18263 -0.98888
H -1.09472 2.28135 0.74358
H -1.28647 -0.47221 1.30723
H -0.64616 -2.55107 0.21440
H 2.74660 -0.86838 1.13828
H 1.24401 1.93249 -0.47328
H -1.75255 1.75990 -0.77441
H 2.57169 1.35290 0.51715
H -0.14471 -2.54130 -1.47590
H 1.06724 1.85636 1.27872

=====

4.
15
Properties=species:S:1:pos:R:3 method="wB97M-V/def2-TZVPD" e_lumo_ev=1.16 e_tot_ha=-196.37684 smiles=C1CCCC1 orbital_gap_ev=11.33 e_above_lowest_kcal_mol=82.56 spin_multiplicity=1
C -1.19202 0.55233 0.27302
C 0.09001 1.17729 -0.14487
C 1.25937 0.07228 -0.15809
C 0.46838 -1.06015 0.27340
C -0.95753 -0.81786 -0.41161
H 0.31595 1.67278 -1.03685
H -1.35777 0.26161 1.47616
H -1.48618 -1.76154 -0.01412
H 2.11416 0.51635 0.44846
H -1.42753 -0.93861 -1.49681
H 1.15597 -1.84837 0.12418
H 1.74233 0.00011 -1.24131
H -1.87141 1.28271 -0.10266
H 0.61741 -1.04356 1.31900
H 0.52887 1.93464 0.69211

=====

5.
110
Properties=species:S:1:pos:R:3 method="wB97M-V/def2-TZVPD" e_lumo_ev=1.12 e_tot_ha=-7655.32441 total_charge=-1 orbital_gap_ev=5.38 e_above_lowest_kcal_mol=0.00 spin_multiplicity=1
Br -2.25177 -3.32331 5.77472
Ca 0.16946 0.16880 -0.09555
Cl 2.95366 -4.18141 -8.22904
Cl 6.67099 6.39377 -0.78835
Cl -6.37530 6.11874 3.89526
Cl -6.05578 -6.91319 1.29904
N 1.01496 0.83310 -2.12394
N -0.34259 2.45895 -0.08318
N -2.12765 0.12192 0.45190
N -0.72002 -1.46627 -1.54588
N 1.34921 1.03593 2.30705
N -0.35918 -2.03825 2.36868
C 0.91962 -1.63438 -5.91968
C 4.25541 -1.13729 1.97795
C -1.56844 -3.55475 -2.01704
C -3.92358 5.05220 3.47589
C -3.40790 -3.40305 0.24881
C -3.87670 -5.33763 1.62232
C -1.12125 -2.13324 3.45169
C 0.46738 -4.23635 2.79794
C -2.53128 -2.23993 -0.08823
C -0.14760 -1.92700 -2.65568
C -1.63113 -2.40765 -1.12580
C -5.03137 -5.55684 0.89366
C 0.41642 -3.07005 2.04470
C 2.27958 -2.97409 -4.48036
C 0.34209 1.43536 3.27029
C 2.14598 -0.08464 2.81175
C 3.06863 -1.71610 -0.42775
C 2.33497 -3.31947 -6.84103
C 4.11651 3.38460 -1.42854
C 2.77803 -3.66272 -5.57540
C 5.20863 5.45500 -0.95779
C 2.94097 -0.76732 1.72048
C 1.30839 0.04698 -3.19471
C 2.84468 3.95477 -1.25600
C -4.57795 -3.64627 -0.46313
C -0.66688 -3.24945 -2.97729
C 4.38146 -2.12621 -0.19276
C 3.98150 6.04134 -0.70789
C -1.12610 -3.26231 4.25539
C 5.28356 4.11883 -1.30264
C -3.07079 -4.25727 1.29296
C 2.59667 1.88824 -3.41690
C -3.03671 4.20660 2.82683
C -4.80621 3.39085 1.43606
C 2.27681 -1.02168 0.50208
C 1.76530 1.95419 -2.20231
C 0.81604 -1.22613 -3.44163
C 2.82358 5.29521 -0.84481
C -3.46156 3.36312 1.80262
C 1.64872 3.08278 -1.38343
C -3.82727 0.45768 1.93921
C -5.25049 5.05790 3.08569
C 0.42519 3.37925 -0.66339
C -3.83506 -0.86799 1.59831
C -5.39393 -4.72307 -0.14969
C 1.34631 -1.95146 -4.63348
C -2.76913 1.06485 1.18501
C -2.49085 2.46429 1.11728
C -1.45757 3.08725 0.42962
C 2.29808 0.73372 -4.03121
C -5.70343 4.23736 2.06654
C -1.38080 4.49290 0.10655
C 2.21930 2.15607 1.98818
C -0.31747 -4.33863 3.93392
C 4.98560 -1.83076 1.01917
C -2.77758 -1.04544 0.65037
C 1.40993 -2.30818 -7.02854
C -0.22182 4.67893 -0.56877
H 1.07624 -2.05866 -8.02576
H 0.18927 -0.84557 -6.05003
H 0.78312 1.78781 4.22015
H -6.30069 -4.91542 -0.70510
H 2.62095 -3.22783 -3.48442
H -0.26630 2.23899 2.85237
H 6.01119 -2.12414 1.21404
H -6.74221 4.26695 1.76918
H 4.20462 2.32376 -1.61600
H 2.92441 1.86630 1.20863
H -4.84902 -2.98159 -1.27336
H 2.79441 2.47803 2.87454
H 2.64960 -1.95235 -1.40692
H 3.93060 7.07493 -0.39504
H 1.44158 -0.80393 3.24042
H 1.63118 3.00134 1.63244
H 2.68332 0.37667 -4.97254
H 1.89593 5.77948 -0.59868
H 1.11639 -5.04634 2.49575
H 3.25145 2.66737 -3.77154
H -4.48998 0.95542 2.62719
H -0.30957 -5.22630 4.55180
H 4.71647 -0.88657 2.92980
H 2.80422 0.25277 3.63462
H 4.93689 -2.66059 -0.95725
H -5.14652 2.74797 0.63500
H -2.14525 5.22796 0.29493
H -0.38613 -3.85098 -3.82657
H 6.24525 3.64407 -1.43843
H -1.99620 4.19089 3.12216
H 0.09508 5.58737 -1.04977
H -3.59032 5.69719 4.27681
H -3.61073 -6.00014 2.43376
H -2.16203 -4.07974 1.85299
H -0.31197 0.58993 3.48828
H -2.15813 -4.45266 -1.93183
H 1.03013 -2.93605 1.16148
H -4.50671 -1.63273 1.95465
H 3.50368 -4.45420 -5.45235
H -1.76473 -1.29108 3.67849

=====

6.
48
Properties=species:S:1:pos:R:3 method="wB97M-V/def2-TZVPD" e_lumo_ev=0.81 e_tot_ha=-982.37239 smiles="O=c1c(Cc2ccccc2)c(O)ccn1C1CCCCCCC1" orbital_gap_ev=8.92 e_above_lowest_kcal_mol=0.00 spin_multiplicity=1
O 0.22926 -0.53311 1.48666
O -3.08675 0.06728 -1.85683
N 0.78462 -0.68982 -0.71278
C 0.43215 -0.62907 -2.01309
C -0.13875 -0.49050 0.31858
C -2.51384 -0.04387 1.00531
C -5.15214 2.67607 0.73514
C -1.83314 -0.17848 -1.41887
C 4.53086 0.11304 -0.48884
C -4.36797 3.81546 0.71938
C 3.89377 -2.77456 1.31991
C 4.95867 -0.44082 0.87469
C -3.17856 1.30423 0.91672
C -0.83881 -0.38216 -2.40911
C -1.49608 -0.24382 -0.09290
C -4.56033 1.42747 0.82992
C 3.05827 -3.28909 0.14372
C 3.02349 0.28200 -0.69365
C 2.69829 -2.25624 -0.92717
C -2.98955 3.70224 0.80590
C 2.17229 -0.94258 -0.33514
C 5.14204 -1.96412 0.95382
C -2.39978 2.45653 0.90425
H 1.22284 -0.78895 -2.73053
H 2.13163 -1.02720 0.75339
H -3.26554 -0.83983 0.97797
H 5.92431 0.00945 1.11758
H -1.11328 -0.33370 -3.44770
H 4.25450 -0.11510 1.64143
H 2.85107 0.55151 -1.73980
H 5.88808 -2.15319 1.72947
H 4.97342 1.10429 -0.61591
H -6.22752 2.75623 0.67225
H -1.32595 2.36414 0.97702
H 3.59782 -4.10447 -0.34497
H 2.13619 -3.70735 0.55436
H -3.66212 0.27879 -1.10763
H 1.93778 -2.69976 -1.57417
H -2.37367 4.58959 0.79845
H -1.97116 -0.12583 1.95120
H 4.20773 -3.65527 1.88598
H -4.82852 4.78914 0.64283
H -5.18273 0.54182 0.84998
H 3.27015 -2.18440 1.99279
H 4.95209 -0.51505 -1.27606
H 3.56948 -2.05849 -1.54959
H 5.56161 -2.33415 0.01627
H 2.67379 1.11610 -0.08024

=====

7.
91
Properties=species:S:1:pos:R:3 method="wB97M-V/def2-TZVPD" e_lumo_ev=0.70 e_tot_ha=-20204.67704 total_charge=-1 orbital_gap_ev=8.63 e_above_lowest_kcal_mol=60.80 spin_multiplicity=1
Br 16.07899 -22.94497 11.29609
Br 27.83552 -21.03404 16.94686
Br 26.87075 -24.24788 16.85297
Br 13.69386 -22.44747 13.56832
Br 14.99555 -20.01292 11.93337
Br 27.83914 -23.03190 19.72239
As 21.62591 -18.43570 15.01049
F 18.01655 -23.66482 18.14191
F 23.24912 -18.22485 14.22011
F 21.68786 -16.71461 15.51962
F 19.96973 -18.65950 15.78942
F 21.54215 -20.15376 14.74514
F 17.37741 -21.92807 19.40141
F 20.86049 -18.07204 13.44914
F 22.47357 -18.80700 16.48742
F 17.07352 -23.97034 19.95079
O 20.08913 -24.05907 19.84503
O 26.97173 -9.68347 15.11308
O 21.76339 -26.32727 10.20511
O 13.92014 -14.21822 16.80735
O 23.60092 -13.71990 20.50745
O 19.49893 -22.08606 20.92259
O 24.02091 -14.80599 6.72116
N 22.35854 -15.66355 20.38502
N 22.88042 -14.82484 8.64712
N 26.05285 -11.24247 16.50399
N 15.73202 -15.30631 16.06358
N 22.21150 -25.90722 12.37679
C 26.43450 -9.95760 16.21294
C 27.04067 -22.59825 17.93215
C 21.72939 -13.99859 8.23680
C 22.30273 -24.05683 10.71539
C 23.90015 -15.18150 7.86248
C 19.23320 -23.18401 20.08449
C 21.07828 -15.07321 20.21611
C 20.75923 -21.78356 21.53288
C 20.65445 -21.16816 22.83195
C 15.34354 -21.71825 12.74923
C 14.52835 -15.26730 16.62999
C 22.09198 -25.51203 11.09711
C 24.67362 -15.86493 20.33893
C 24.84167 -16.24812 8.39721
C 16.39107 -14.15379 15.48353
C 14.00328 -16.52568 17.27006
C 17.88853 -23.17067 19.33408
C 26.17149 -8.93539 17.33558
C 23.47222 -14.96307 20.40628
C 26.17286 -12.45602 15.67051
C 22.05316 -27.24592 12.93630
H 20.00241 -20.29614 22.88232
H 21.16097 -27.37996 13.54797
H 22.27296 -24.07587 9.62597
H 21.29608 -21.12296 20.85208
H 21.44521 -23.48923 11.07675
H 14.66465 -16.68492 18.12172
H 25.59861 -15.29312 20.41317
H 25.81462 -9.44284 18.23181
H 21.16240 -14.27877 19.47458
H 24.86205 -16.54648 21.16844
H 22.91207 -27.53824 13.54038
H 25.19536 -12.82789 15.36342
H 25.62771 -11.25275 17.42009
H 24.23111 -17.13347 8.57465
H 13.98408 -17.40913 16.63189
H 12.98457 -16.45066 17.65047
H 22.28372 -25.21443 13.10817
H 21.62068 -13.87956 7.15879
H 21.58572 -20.65530 23.07241
H 21.20710 -22.75016 21.76351
H 23.29308 -23.77279 11.07125
H 20.82620 -14.37592 8.71636
H 26.74986 -13.24152 16.15853
H 24.77120 -16.27492 19.33370
H 25.41552 -15.91610 9.26240
H 25.41010 -8.18404 17.12614
H 15.78687 -13.25292 15.37643
H 21.81855 -13.00216 8.66955
H 17.26496 -13.96569 16.10726
H 22.80157 -15.18185 9.58862
H 25.50654 -16.53878 7.58384
H 22.49487 -16.55714 19.93445
H 26.68882 -12.21579 14.74090
H 20.67998 -14.68131 21.15199
H 26.00110 -22.31765 18.10143
H 20.34565 -15.84011 19.96467
H 16.26186 -16.14575 15.87726
H 16.09224 -21.61217 13.53427
H 21.99672 -27.97319 12.12636
H 26.97750 -8.29313 17.69048
H 16.62480 -14.37065 14.44121
H 20.38495 -21.95025 23.54173

=====

8.
9
Properties=species:S:1:pos:R:3 method="wB97M-V/def2-TZVPD" e_lumo_ev="2.41 / 2.41" e_tot_ha=-1191.11630 total_charge=-1 orbital_gap_ev="6.04 / 6.04" spin_multiplicity=1
S -1.91390 -2.13100 -0.10914
S 1.03308 3.12802 -0.37846
O -2.72785 -1.48319 0.89045
O 0.92582 1.53139 1.71337
O 0.41189 -1.54578 -1.33813
N 1.26983 0.54186 -0.34845
C 1.03594 1.65435 0.50639
C 0.50050 -0.37283 -0.59359
C -0.53530 -1.32282 -0.34244